1.
# C24H26F2N4O4S

One molecule with the formula C24H26F2N4O4S in a non-equilibrium geometry (ωB97M-V with the def2-TZVPD basis set, the OMol25 dataset).

Each line ends with the Löwdin charge.
Positions of all 61 atoms, in Å:
O (0.842, 3.894, -0.180)  0.07
C (0.989, 3.025, 0.644)  -0.56
N (1.711, 1.881, 0.474)  0.13
C (2.178, 1.322, -0.713)  -0.15
C (1.932, 1.871, -1.965)  0.00
C (2.392, 1.237, -3.106)  -0.07
C (3.102, 0.056, -3.012)  -0.08
C (3.365, -0.504, -1.770)  -0.02
C (2.907, 0.126, -0.632)  -0.16
O (3.110, -0.356, 0.684)  0.05
C (3.831, -1.457, 0.898)  -0.47
F (5.095, -1.377, 0.421)  0.10
F (3.303, -2.567, 0.320)  0.08
H (3.884, -1.634, 1.984)  0.18
H (3.924, -1.423, -1.715)  0.11
H (3.461, -0.440, -3.899)  0.10
H (2.191, 1.674, -4.072)  0.11
H (1.384, 2.795, -2.027)  0.10
H (1.853, 1.298, 1.289)  0.10
C (0.486, 3.194, 2.076)  -0.34
H (1.300, 3.514, 2.728)  0.09
H (-0.303, 3.945, 2.081)  0.09
S (-0.154, 1.661, 2.810)  1.04
C (-1.233, 1.181, 1.500)  -0.55
N (-1.185, 1.915, 0.451)  0.11
C (-2.011, 1.619, -0.596)  -0.19
C (-1.943, 2.387, -1.762)  0.00
C (-2.790, 2.104, -2.808)  -0.06
C (-3.720, 1.068, -2.714)  -0.07
C (-3.796, 0.306, -1.570)  -0.02
C (-2.937, 0.568, -0.499)  -0.08
C (-2.980, -0.251, 0.704)  -0.36
O (-3.759, -1.159, 0.902)  0.07
N (-2.036, 0.107, 1.685)  0.00
C (-1.904, -0.761, 2.835)  -0.15
C (-0.593, -1.571, 2.847)  -0.15
C (0.086, -1.703, 1.479)  -0.20
N (-0.810, -2.071, 0.400)  -0.16
C (-1.298, -3.436, 0.517)  -0.15
C (-2.260, -3.726, -0.633)  -0.18
O (-1.629, -3.564, -1.883)  -0.12
C (-1.143, -2.252, -2.014)  -0.18
C (-0.167, -1.895, -0.894)  -0.14
H (0.133, -0.848, -1.005)  0.12
H (0.733, -2.530, -0.980)  0.13
H (-0.640, -2.200, -2.981)  0.13
H (-1.981, -1.539, -2.002)  0.11
H (-2.603, -4.761, -0.595)  0.13
H (-3.120, -3.048, -0.551)  0.11
H (-1.836, -3.543, 1.459)  0.12
H (-0.462, -4.159, 0.491)  0.13
H (0.917, -2.425, 1.576)  0.12
H (0.526, -0.739, 1.207)  0.09
H (0.128, -1.095, 3.515)  0.09
H (-0.809, -2.560, 3.250)  0.11
H (-2.763, -1.433, 2.778)  0.12
H (-1.978, -0.161, 3.747)  0.11
H (-4.509, -0.498, -1.472)  0.12
H (-4.382, 0.866, -3.543)  0.10
H (-2.742, 2.695, -3.711)  0.11
H (-1.226, 3.192, -1.804)  0.11

Calculated values
Highest occupied orbital energy in Ha: -0.3101
SMILES: O=C(CSc1nc2ccccc2c(=O)n1CCCN1CCOCC1)Nc1ccccc1OC(F)F
E_LUMO in eV: 0.28
Charge: 0
E_tot in eV: -55732.1853
Gap between HOMO and LUMO in Ha: 0.32038

2.
# C24H26F6N5O4S2Zr

C24H26F6N5O4S2Zr as an isolated structure in a non-equilibrium geometry (ωB97M-V with the def2-TZVPD basis set, the OMol25 dataset).

Each line ends with the Löwdin charge.
Positions of all 68 atoms, in Å:
Zr (-0.001, -0.213, -0.908)  1.88
C (1.221, -3.189, 1.918)  -0.19
C (-0.073, -2.515, 2.362)  -0.18
C (-1.090, -2.433, 1.212)  -0.21
N (-1.265, -1.105, 0.609)  -0.15
C (-2.182, -0.284, 1.167)  -0.21
C (-2.662, -0.486, 2.465)  0.01
C (-3.624, 0.180, 3.212)  -0.04
C (-4.437, 1.238, 2.864)  -0.07
C (-4.440, 1.892, 1.643)  -0.04
C (-3.644, 1.702, 0.530)  0.01
C (-2.590, 0.807, 0.277)  -0.20
N (-1.916, 0.810, -0.881)  -0.13
C (-2.214, 1.814, -1.904)  -0.22
C (-1.447, 3.106, -1.653)  -0.15
C (0.051, 2.847, -1.781)  -0.21
N (0.577, 1.873, -0.815)  -0.12
C (1.152, 2.319, 0.313)  -0.21
C (1.023, 3.651, 0.738)  0.01
C (1.620, 4.346, 1.775)  -0.05
C (2.593, 3.933, 2.668)  -0.07
C (3.142, 2.668, 2.732)  -0.04
C (2.820, 1.516, 2.031)  0.01
C (1.862, 1.268, 1.037)  -0.22
N (1.592, 0.034, 0.579)  -0.12
C (2.383, -1.059, 1.149)  -0.21
C (1.890, -2.449, 0.768)  -0.21
H (1.004, -4.214, 1.605)  0.12
H (1.916, -3.262, 2.758)  0.12
H (0.130, -1.508, 2.738)  0.11
H (-0.503, -3.076, 3.194)  0.12
H (-2.072, -2.786, 1.534)  0.12
H (-0.790, -3.118, 0.414)  0.11
H (-2.192, -1.301, 2.997)  0.10
H (-3.756, -0.206, 4.216)  0.12
H (-5.141, 1.585, 3.609)  0.11
H (-5.170, 2.688, 1.540)  0.12
H (-3.863, 2.389, -0.273)  0.10
H (-3.289, 1.972, -1.990)  0.12
H (-1.905, 1.406, -2.866)  0.10
H (-1.695, 3.510, -0.668)  0.11
H (-1.737, 3.852, -2.397)  0.13
H (0.622, 3.773, -1.714)  0.12
H (0.247, 2.449, -2.778)  0.11
H (0.323, 4.243, 0.166)  0.10
H (1.293, 5.375, 1.874)  0.12
H (2.965, 4.670, 3.368)  0.11
H (3.932, 2.535, 3.462)  0.12
H (3.420, 0.666, 2.316)  0.10
H (2.378, -0.989, 2.242)  0.11
H (3.422, -0.934, 0.830)  0.13
H (2.715, -3.043, 0.379)  0.11
H (1.182, -2.426, -0.070)  0.04
F (-2.246, -1.152, -3.653)  0.16
C (-1.268, -2.052, -3.587)  -0.66
F (-1.451, -2.971, -4.497)  0.20
F (-1.292, -2.608, -2.352)  0.10
S (0.389, -1.185, -3.740)  0.65
O (0.061, 0.116, -3.106)  -0.44
O (0.763, -1.179, -5.100)  -0.18
N (1.303, -1.808, -2.593)  -0.34
S (1.752, -3.385, -2.867)  0.64
O (1.712, -4.092, -1.634)  -0.25
O (1.105, -3.873, -4.037)  -0.23
C (3.533, -3.128, -3.286)  -0.69
F (4.046, -4.279, -3.681)  0.18
F (4.181, -2.695, -2.209)  0.15
F (3.637, -2.231, -4.253)  0.16

Calculated values
Highest occupied orbital energy in Ha: -0.3912
E_LUMO in eV: -3.64
Charge: +1
E_tot in eV: -80201.6299
Gap between HOMO and LUMO in Ha: 0.25760

3.
# C24H26FeN4S2Si

C24H26FeN4S2Si as an isolated structure in a non-equilibrium geometry (ωB97M-V with the def2-TZVPD basis set, the OMol25 dataset).

Each line ends with the Löwdin spin population.
Positions of all 58 atoms, in Å:
C (0.408, 1.787, 2.563)  0.03
C (-0.736, 1.782, 1.695)  0.03
C (-1.916, 1.688, 2.494)  0.05
H (-0.715, 1.910, 0.620)  0.01
C (-1.517, 1.789, 3.873)  0.02
C (-0.086, 1.840, 3.917)  0.01
H (0.511, 1.969, 4.814)  0.00
H (1.444, 1.823, 2.235)  0.01
H (-2.921, 1.624, 2.103)  0.01
H (-2.194, 1.906, 4.714)  0.00
Fe (-0.676, 0.120, 2.975)  2.60
C (0.274, -0.556, -0.266)  0.12
H (-0.484, 0.010, 0.268)  0.00
H (1.173, -0.699, 0.334)  0.00
H (-0.161, -1.521, -0.528)  0.02
Si (0.692, 0.452, -1.952)  0.28
C (2.050, -0.363, -2.898)  0.02
C (3.023, 0.518, -3.414)  0.04
H (2.752, 1.556, -3.634)  0.02
C (4.344, 0.084, -3.568)  0.00
H (5.108, 0.815, -3.843)  0.00
C (4.671, -1.263, -3.354)  0.01
H (5.712, -1.583, -3.452)  0.00
C (3.657, -2.178, -3.036)  0.00
H (3.886, -3.239, -2.943)  0.00
C (2.342, -1.735, -2.815)  0.01
H (1.548, -2.436, -2.541)  0.00
C (-0.868, 0.992, -2.801)  0.03
C (-0.738, 1.794, -3.945)  0.02
H (0.215, 1.792, -4.467)  0.01
C (-1.770, 2.654, -4.322)  0.01
H (-1.629, 3.307, -5.183)  0.00
C (-2.960, 2.683, -3.590)  0.00
H (-3.741, 3.394, -3.863)  0.00
C (-3.121, 1.838, -2.485)  0.01
H (-4.043, 1.889, -1.898)  0.00
C (-2.100, 0.955, -2.121)  0.00
H (-2.255, 0.284, -1.278)  0.00
H (1.335, 1.877, -1.434)  0.15
H (1.322, 1.944, -2.295)  0.22
N (-4.107, -0.298, 2.849)  0.02
C (-3.251, -1.266, 2.507)  0.04
N (-1.923, -1.249, 2.719)  0.04
C (-1.359, -2.502, 2.396)  0.01
C (-2.250, -3.413, 1.852)  0.00
S (-3.819, -2.709, 1.725)  0.02
C (0.052, -2.512, 2.504)  0.01
C (1.004, -3.458, 2.171)  0.00
S (2.587, -2.775, 2.216)  0.02
C (1.924, -1.246, 2.737)  0.04
N (0.579, -1.246, 2.848)  0.03
N (2.742, -0.225, 3.034)  0.02
H (-5.075, -0.445, 2.615)  0.00
H (-3.848, 0.420, 3.516)  0.00
H (-1.972, -4.402, 1.506)  0.00
H (0.753, -4.484, 1.923)  0.00
H (3.723, -0.346, 2.807)  0.00
H (2.400, 0.652, 3.393)  0.00

Calculated values
Highest occupied orbital energy (alpha / beta) in Ha: -0.1572 / -0.2159
Spin multiplicity: 5
E_LUMO (alpha / beta) in eV: 0.36 / 0.38
Charge: 0
E_tot in eV: -95199.0312
Gap between HOMO and LUMO (alpha / beta) in Ha: 0.17032 / 0.22968

4.
# C24H26IN3OsS2Si

C24H26IN3OsS2Si as an isolated structure (ωB97M-V with the def2-TZVPD basis set, the OMol25 dataset).

Each line ends with the Löwdin charge.
Positions of all 58 atoms, in Å:
Os (-0.626, -0.313, -1.069)  0.74
I (-0.605, -2.063, -3.075)  1.19
C (-2.603, -2.501, -2.681)  -0.59
C (-3.263, -3.414, -3.462)  -0.10
C (-4.599, -3.728, -3.175)  -0.03
C (-5.218, -3.122, -2.116)  0.01
C (-4.533, -2.181, -1.316)  -0.15
C (-5.188, -1.573, -0.220)  0.05
C (-4.550, -0.653, 0.575)  -0.03
C (-3.235, -0.297, 0.290)  -0.06
C (-2.490, -0.864, -0.760)  -0.36
C (-3.184, -1.838, -1.592)  -0.23
H (-2.762, -3.898, -4.291)  0.11
H (-5.124, -4.448, -3.786)  0.13
H (-6.246, -3.359, -1.873)  0.13
H (-6.218, -1.845, -0.019)  0.14
H (-5.066, -0.197, 1.408)  0.12
H (-2.776, 0.445, 0.927)  0.09
C (1.114, -2.421, 3.881)  -0.17
Si (1.983, -0.784, 3.710)  0.52
C (2.249, 0.044, 5.351)  -0.17
C (3.578, -0.941, 2.751)  -0.17
C (0.839, 0.367, 2.686)  -0.20
C (0.389, 1.607, 3.158)  -0.03
C (-0.427, 2.433, 2.395)  -0.02
C (-0.823, 2.013, 1.139)  -0.11
N (-0.425, 0.829, 0.675)  -0.17
C (0.383, 0.045, 1.419)  -0.63
S (0.690, -1.381, 0.394)  0.69
H (1.723, -3.104, 4.478)  0.05
H (0.938, -2.903, 2.917)  0.01
H (0.153, -2.311, 4.386)  0.05
H (2.903, -0.578, 5.966)  0.05
H (1.316, 0.171, 5.904)  0.05
H (2.730, 1.019, 5.253)  0.04
H (4.296, -1.541, 3.314)  0.05
H (4.037, 0.036, 2.577)  0.04
H (3.428, -1.437, 1.790)  0.01
H (0.690, 1.938, 4.144)  0.11
H (-0.758, 3.392, 2.768)  0.12
H (-1.465, 2.601, 0.495)  0.12
C (2.811, 4.252, -4.003)  0.02
C (2.292, 3.075, -3.256)  -0.22
C (3.061, 2.154, -2.596)  0.06
C (2.451, 1.078, -1.934)  -0.24
N (1.117, 0.959, -1.925)  -0.04
C (0.362, 1.862, -2.578)  -0.77
S (-1.292, 1.583, -2.505)  0.74
N (0.946, 2.894, -3.230)  0.15
C (3.275, 0.053, -1.240)  -0.01
H (3.896, 4.275, -3.978)  0.10
H (2.430, 5.175, -3.563)  0.11
H (2.484, 4.215, -5.044)  0.11
H (4.136, 2.248, -2.600)  0.14
H (0.345, 3.548, -3.719)  0.18
H (4.318, 0.131, -1.533)  0.10
H (2.902, -0.947, -1.450)  0.08
H (3.209, 0.203, -0.159)  0.08

Calculated values
Highest occupied orbital energy (alpha / beta) in Ha: -0.4990 / -0.4990
E_LUMO (alpha / beta) in eV: -7.89 / -7.89
Charge: +2
E_tot in eV: -69885.0010
Gap between HOMO and LUMO (alpha / beta) in Ha: 0.20896 / 0.20901

- Which formula does entry 3 have?
  C24H26FeN4S2Si

- charge of number 2 (C24H26F6N5O4S2Zr)?
  +1